1.
Below is a molecular structure, C13H24Br3N2OS, with properties calculated with wB97M-V/def2-TZVPD.

Output
- charge = +1
- HOMO (Eh) = -0.4354
- LUMO level (eV) = -3.5

Each line ends with the Löwdin charge.
Geometry (Å):
C1 -2.5179 -2.7160 0.1539  -0.021
C2 -1.6790 -2.6043 -1.0899  -0.403
N1 -1.7926 -3.3607 -2.0974  0.151
C3 -0.5878 -1.5474 -1.2062  -0.083
C4 -0.4904 -0.5613 -0.0285  -0.220
C5 0.2892 -1.1196 1.1833  -0.099
C6 1.5867 -0.3172 1.1806  -0.081
N2 1.2851 0.8466 0.3524  0.010
C7 2.2515 1.9607 0.4107  -0.101
C8 2.6921 2.5530 -0.9166  -0.273
C9 3.3267 1.5339 -1.8582  -0.558
S1 4.1093 2.4570 -3.2248  0.742
C10 0.1773 0.7456 -0.3035  -0.093
C11 -0.3669 1.8408 -1.1509  -0.063
C12 -1.7981 1.6655 -1.6695  -0.237
O1 -2.0521 2.7477 -2.5369  -0.025
H1 -1.9371 -3.0060 1.0289  0.069
H2 -2.9992 -1.7671 0.3915  0.082
H3 -3.3010 -3.4544 0.0153  0.087
H4 -2.5172 -4.0591 -1.9533  0.062
H5 0.3548 -2.0987 -1.2414  0.132
H6 -0.6766 -1.0634 -2.1714  0.113
H7 -1.5066 -0.3089 0.2849  0.139
H8 -0.2968 -0.9023 2.0724  0.040
H9 0.4299 -2.1938 1.1467  0.129
H10 2.4267 -0.8839 0.7831  0.143
H11 1.8599 -0.0134 2.1889  0.137
H12 1.8485 2.7450 1.0529  0.146
H13 3.1243 1.5614 0.9204  0.132
H14 3.4307 3.3185 -0.6792  0.115
H15 1.8894 3.0761 -1.4282  0.094
H16 2.5599 0.9065 -2.3090  0.058
H17 4.0698 0.9237 -1.3560  0.080
H18 5.1562 1.6608 -3.4559  -0.140
H19 -0.2867 2.7972 -0.6347  0.146
H20 0.2766 1.9207 -2.0322  0.138
H21 -1.8728 0.7499 -2.2464  0.116
H22 -2.5033 1.6344 -0.8402  0.132
H23 -2.8118 3.2445 -2.2420  0.096
C13 -2.2308 -1.7951 5.2314  -1.631
Br1 -0.9535 -0.4518 4.6926  0.588
Br2 -4.0195 -1.2787 4.7683  0.592
Br3 -1.7726 -3.5163 4.5069  0.582
H24 -2.1746 -1.8704 6.3073  -0.024

2.
Below is a molecular structure, C2H5N4, with properties calculated with wB97M-V/def2-TZVPD.

Output
- charge = +1
- HOMO (Eh) = -0.5643
- LUMO level (eV) = -5.5
- energy relative to the best compared isomer or geometry (same formula, charge and spin) (kcal/mol) = 77.7

Each line ends with the Löwdin charge.
Geometry (Å):
C1 1.5613 0.0858 -0.0113  -0.184
C2 -1.1406 0.1946 0.0812  -0.021
N1 2.3228 -0.9132 0.1182  0.165
N2 -0.2550 -1.5442 -0.1202  0.212
N3 0.2384 -0.3208 -0.0185  -0.058
N4 -1.4679 -1.2020 -0.0122  0.091
H1 1.7901 1.0347 -0.4436  0.136
H2 -1.0603 0.5858 1.1388  0.175
H3 -1.6956 0.9192 -0.5827  0.174
H4 3.3501 -0.7125 0.0402  0.111
H5 -2.3246 -1.7496 -0.1071  0.200

3.
Below is a molecular structure, C3H4N2OS2, with properties calculated with wB97M-V/def2-TZVPD.

Output
- charge = 0
- HOMO (Eh) = -0.3176
- LUMO level (eV) = -0.6
- energy relative to the best compared isomer or geometry (same formula, charge and spin) (kcal/mol) = 138.7

Each line ends with the Löwdin charge.
Geometry (Å):
C1 1.2875 -0.1116 -0.0285  -0.662
C2 0.8407 1.1448 -0.1821  -0.028
C3 -0.6078 0.9865 -0.0990  -0.496
H1 2.4891 -2.3960 -0.0599  0.102
H2 1.5190 2.1394 -0.4025  0.184
H3 -2.3043 1.5909 0.1137  -0.026
H4 -2.3498 -1.5394 1.1378  -0.186
N1 -1.4395 1.8966 0.0022  0.160
N2 -0.7708 -0.4057 -0.0824  -0.389
O1 0.4077 -1.0879 -0.2569  -0.144
S1 3.1153 -0.6940 -0.0114  0.616
S2 -2.1871 -1.5236 -0.1310  0.867

4.
Below is a molecular structure, C6H21N5O5SSn, with properties calculated with wB97M-V/def2-TZVPD.

Output
- charge = 0
- HOMO (alpha / beta) (Eh) = -0.1455 / -0.1026
- LUMO level (alpha / beta) (eV) = -0.1 / -0.1
- energy relative to the best compared isomer or geometry (same formula, charge and spin) (kcal/mol) = 4.7

Each line ends with the Löwdin charge.
Geometry (Å):
O1 3.3418 1.1061 -1.4003  -0.159
H1 4.0814 1.5441 -1.8532  0.105
Sn1 0.6204 0.1727 0.3498  1.109
N1 -1.5639 -0.1826 -0.5651  -0.197
N2 0.8519 -0.7020 -1.7670  -0.223
O2 -2.8942 -0.1004 -0.1206  -0.140
O3 1.9206 -0.7097 -2.6390  -0.118
C1 -1.5164 -0.9240 -1.6657  -0.378
C2 -0.2598 -1.1215 -2.3551  -0.359
C3 -2.8190 -1.4919 -2.1030  -0.067
C4 -0.1120 -1.6765 -3.7250  -0.056
H2 -3.5025 -0.6879 -2.4160  0.083
H3 -3.2942 -2.0427 -1.2788  0.077
H4 -2.6796 -2.1704 -2.9507  0.061
H5 0.6307 -2.4800 -3.7392  0.079
H6 0.2167 -0.9115 -4.4392  0.082
H7 -1.0605 -2.0774 -4.0817  0.058
H8 -2.9835 0.7004 0.4561  0.043
H9 2.5720 -0.0652 -2.2073  0.052
O4 0.0775 -2.2683 0.9699  -0.181
H10 -0.4605 -2.9796 0.5709  0.080
H11 0.8315 -2.7154 1.3983  0.020
C5 2.5235 2.1062 -0.7003  -0.217
H12 2.6255 1.9381 0.3831  0.022
H13 1.4803 2.0100 -1.0477  0.007
H14 2.8523 3.1311 -0.9314  0.087
O5 -3.9233 2.0623 1.2771  -0.057
H15 -4.2543 2.6457 0.5652  0.076
H16 -3.4393 2.6677 1.8640  0.057
N3 -0.5351 0.0544 2.5890  -0.090
N4 0.4063 0.7572 3.3881  -0.104
C6 1.7165 0.4502 3.2795  -0.880
N5 2.5215 1.0530 4.1930  0.063
S1 2.3540 -0.6203 2.1069  0.542
H17 -0.6678 -0.9202 2.8868  0.098
H18 -1.4413 0.5268 2.5974  0.097
H19 0.0612 1.1219 4.2816  0.140
H20 3.5271 0.9455 4.1067  0.091
H21 2.1944 1.8544 4.7229  0.097

5.
Below is a molecular structure, C5H8N2O2, with properties calculated with wB97M-V/def2-TZVPD.

Output
- charge = 0
- HOMO (Eh) = -0.3543
- LUMO level (eV) = -1.0
- energy relative to the best compared isomer or geometry (same formula, charge and spin) (kcal/mol) = 249.0

Each line ends with the Löwdin charge.
Geometry (Å):
C1 2.1520 0.7981 0.4241  -0.097
C2 1.7597 -0.4852 -0.0954  -0.558
C3 0.3647 -0.7486 -0.1833  -0.086
C4 -0.6500 -0.0246 -0.0851  -0.291
C5 -0.9381 1.4762 0.1612  -0.114
H1 3.3413 1.1654 -0.1533  0.159
H2 1.2078 1.8155 0.0836  0.159
H3 2.0657 0.5240 1.7427  0.177
H4 3.5323 -1.1851 -0.3584  0.086
H5 0.5254 -1.8850 -0.4043  0.160
H6 -1.3824 -1.8916 0.9745  0.238
H7 -3.7170 -0.8994 0.1027  -0.039
H8 -1.5151 1.7378 1.1137  0.153
N1 2.5103 -1.5670 -0.2622  0.117
N2 -1.6365 -0.7319 0.6077  0.020
O1 -2.9793 -1.0195 -0.3589  -0.063
O2 -0.3088 2.3464 -0.4973  -0.021

6.
Below is 2 unconnected molecules or ions with the total composition C2H2ClN2O3, with properties calculated with wB97M-V/def2-TZVPD.

Output
- charge = -1
- HOMO (Eh) = -0.1969
- LUMO level (eV) = 3.4
- energy relative to the best compared isomer or geometry (same formula, charge and spin) (kcal/mol) = 20.9

Each line ends with the Löwdin charge.
Geometry (Å):
C1 0.3599 2.1294 2.1797  -0.885
C2 0.5190 -0.9745 -0.0299  0.002
N1 0.9011 -1.5178 -1.0585  0.004
N2 1.3123 -1.4507 -2.1765  -0.143
O1 -0.5173 2.6780 2.7248  0.034
O2 1.1543 2.0787 1.2992  -0.026
O3 1.0703 -2.0152 -3.2635  -0.107
Cl1 0.7383 0.2132 3.1477  0.037
H1 -0.1185 -0.0879 -0.0710  0.087
H2 0.9303 -1.0105 0.9663  -0.004

Number 1: E_tot -239853.795 eV. Number 2: E_tot -8104.358 eV. Number 3: E_tot -29868.129 eV. Number 4: E_tot -40909.384 eV. Number 5: E_tot -12380.139 eV. Number 6: E_tot -23750.196 eV.